No. 1
{
  "formula": "C9H16N3",
  "method": "wB97M-V/def2-TZVPD",
  "symbols": ["C", "C", "N", "N", "N", "H", "H", "H", "H", "H", "H", "H", "H", "C", "C", "C", "C", "C", "C", "C", "H", "H", "H", "H", "H", "H", "H", "H"],
  "xyz": [[-0.693, -2.399, -0.469], [0.484, -1.911, -2.587], [1.572, -1.332, -3.093], [0.497, -2.317, -1.317], [-0.638, -1.962, -3.303], [2.325, -1.071, -2.478], [1.731, -1.335, -4.089], [1.368, -2.715, -0.998], [-1.356, -2.626, -3.064], [-0.650, -1.448, -4.170], [-1.502, -1.826, -0.905], [-0.459, -2.018, 0.517], [-0.970, -3.439, -0.350], [-2.217, 2.416, 2.037], [1.818, 1.059, 1.662], [1.574, 2.268, 2.286], [0.801, 0.349, 1.029], [0.257, 2.699, 2.366], [-0.505, 0.816, 1.102], [-0.797, 1.933, 1.882], [2.828, 0.659, 1.639], [2.403, 2.883, 2.612], [1.096, -0.295, 0.207], [0.008, 3.673, 2.772], [-1.234, 0.453, 0.384], [-2.289, 3.490, 1.949], [-2.600, 2.146, 3.020], [-2.852, 1.850, 1.359]],
  "nbo_charge": [-0.431, 0.673, -0.756, -0.565, -0.758, 0.431, 0.425, 0.426, 0.434, 0.427, 0.223, 0.252, 0.219, -0.632, -0.215, -0.196, -0.232, -0.199, -0.236, 0.012, 0.210, 0.228, 0.179, 0.219, 0.195, 0.227, 0.230, 0.211],
  "homo_lumo_gap_ev": 8.39,
  "max_force_ha_per_bohr": 0.025,
  "total_charge": 1
}

***

No. 2
{
  "formula": "C9H16N3",
  "method": "wB97M-V/def2-TZVPD",
  "symbols": ["C", "C", "C", "C", "C", "C", "C", "H", "H", "H", "H", "H", "H", "H", "H", "C", "C", "N", "N", "N", "H", "H", "H", "H", "H", "H", "H", "H"],
  "xyz": [[1.102, -0.258, 3.069], [0.438, 1.795, 1.702], [0.292, 0.452, 1.995], [-0.526, 2.526, 0.986], [-0.710, -0.321, 1.329], [-1.660, 1.795, 0.479], [-1.809, 0.438, 0.759], [1.094, 2.487, 2.165], [-0.469, 3.669, 0.943], [0.527, -0.396, 3.970], [1.936, 0.364, 3.321], [-0.917, -1.332, 1.596], [-2.484, 2.307, -0.026], [-2.598, -0.031, 0.379], [1.286, -1.158, 2.589], [-0.043, -2.736, -1.740], [0.468, -0.383, -1.952], [-0.015, -1.349, -1.216], [0.626, -0.348, -3.318], [0.897, 0.838, -1.403], [0.223, -1.379, -0.230], [0.229, -0.976, -3.990], [1.077, 0.590, -3.627], [0.751, 0.893, -0.400], [0.489, 1.698, -1.768], [0.195, -3.434, -0.912], [0.695, -2.739, -2.605], [-1.093, -3.011, -2.095]],
  "nbo_charge": [-0.627, -0.287, 0.038, -0.183, -0.328, -0.252, -0.158, 0.235, 0.245, 0.239, 0.228, 0.224, 0.231, 0.207, 0.212, -0.436, 0.694, -0.550, -0.781, -0.805, 0.449, 0.432, 0.444, 0.423, 0.416, 0.240, 0.217, 0.233],
  "homo_lumo_gap_ev": 9.68,
  "max_force_ha_per_bohr": 0.108,
  "total_charge": 1
}

***

No. 3
{
  "formula": "C9H16N3",
  "method": "wB97M-V/def2-TZVPD",
  "symbols": ["C", "N", "C", "N", "N", "C", "C", "C", "C", "C", "C", "C", "H", "H", "H", "H", "H", "H", "H", "H", "H", "H", "H", "H", "H", "H", "H", "H"],
  "xyz": [[3.239, 0.782, -0.085], [2.411, 0.234, 0.758], [2.806, -0.208, 2.025], [1.817, -0.678, 2.693], [0.744, -0.589, 1.945], [1.020, -0.048, 0.697], [0.174, 0.133, -0.348], [0.659, 0.728, -1.615], [-1.459, -0.216, -0.325], [-2.112, 1.089, 0.136], [-1.784, -1.353, 0.646], [-1.945, -0.610, -1.717], [2.947, 1.168, -1.039], [4.272, 0.863, 0.208], [3.813, -0.155, 2.381], [-0.151, -0.923, 2.267], [1.476, 0.128, -2.025], [-0.119, 0.776, -2.365], [1.023, 1.744, -1.450], [-3.191, 0.954, 0.164], [-1.776, 1.369, 1.132], [-1.891, 1.906, -0.546], [-2.759, -1.764, 0.397], [-1.065, -2.166, 0.571], [-1.866, -1.003, 1.674], [-1.998, 0.228, -2.405], [-2.958, -0.995, -1.628], [-1.329, -1.395, -2.147]],
  "nbo_charge": [-0.021, -0.261, 0.088, -0.099, -0.367, 0.199, 0.154, -0.686, -0.018, -0.615, -0.629, -0.626, 0.231, 0.224, 0.240, 0.444, 0.239, 0.257, 0.238, 0.234, 0.213, 0.219, 0.245, 0.223, 0.196, 0.218, 0.238, 0.224],
  "smiles": "C=[n+]1cn[nH]/c1=C(/C)C(C)(C)C",
  "homo_lumo_gap_ev": [7.14, 7.26],
  "max_force_ha_per_bohr": 0.045,
  "total_charge": 1
}

***

No. 4
{
  "formula": "C9H16N3O",
  "method": "wB97M-V/def2-TZVPD",
  "symbols": ["C", "C", "C", "C", "C", "C", "C", "C", "C", "N", "N", "N", "O", "H", "H", "H", "H", "H", "H", "H", "H", "H", "H", "H", "H", "H", "H", "H", "H"],
  "xyz": [[-3.174, -0.402, -0.190], [-2.597, 0.965, -0.160], [3.438, -0.831, 0.684], [3.671, 0.375, -0.289], [-2.070, -1.240, -0.796], [-1.528, 1.090, 0.880], [2.684, 0.350, 0.799], [-0.759, -1.309, 0.058], [0.700, 0.502, -0.405], [0.339, -1.634, -0.891], [0.927, -0.544, -1.200], [-0.372, 0.036, 0.580], [0.814, 1.778, -0.698], [-3.616, -0.779, 0.727], [-3.874, -0.408, -1.006], [-2.238, 1.301, -1.103], [-3.236, 1.814, 0.107], [3.133, -1.670, 0.117], [4.140, -1.093, 1.482], [4.562, 0.993, -0.375], [3.147, 0.217, -1.211], [-2.340, -2.360, -0.884], [-1.848, -0.817, -1.795], [-1.069, 2.037, 0.920], [-1.847, 0.838, 1.879], [2.355, 0.965, 1.598], [-0.960, -1.992, 0.861], [-0.008, -0.122, 1.501], [1.625, 1.936, -1.193]],
  "nbo_charge": [-0.430, -0.441, -0.467, -0.461, -0.405, -0.176, -0.077, 0.029, 0.529, -0.114, -0.216, -0.416, -0.665, 0.230, 0.246, 0.228, 0.252, 0.259, 0.259, 0.250, 0.233, 0.254, 0.228, 0.238, 0.215, 0.222, 0.233, 0.435, 0.529],
  "homo_lumo_gap_ev": [7.52, 7.80],
  "max_force_ha_per_bohr": 0.078,
  "total_charge": 1
}

***

No. 5
{
  "formula": "C9H16N3S",
  "method": "wB97M-V/def2-TZVPD",
  "symbols": ["C", "N", "C", "C", "N", "C", "C", "S", "C", "C", "C", "C", "N", "H", "H", "H", "H", "H", "H", "H", "H", "H", "H", "H", "H", "H", "H", "H", "H"],
  "xyz": [[0.509, 2.244, -1.737], [-0.426, 1.300, -1.095], [-1.641, 1.797, -0.566], [-0.212, 0.001, -1.225], [-1.044, -0.951, -1.048], [-0.893, -2.312, -1.387], [-0.060, -3.087, -0.273], [1.511, -2.326, 0.042], [1.039, -1.028, 1.165], [1.908, -0.180, 1.721], [1.417, 0.901, 2.752], [-0.011, 0.776, 2.925], [-1.150, 0.861, 2.970], [1.421, 1.745, -1.681], [0.068, 2.620, -2.732], [0.510, 3.268, -1.342], [-1.992, 1.285, 0.268], [-1.410, 2.890, -0.371], [-2.361, 1.901, -1.238], [0.846, -0.325, -1.508], [-2.013, -0.685, -0.895], [-0.329, -2.292, -2.292], [-1.854, -2.788, -1.505], [-0.508, -2.955, 0.641], [0.160, -4.126, -0.721], [0.023, -1.046, 1.359], [2.952, -0.132, 1.507], [1.687, 1.997, 2.619], [1.850, 0.648, 3.649]],
  "nbo_charge": [-0.412, -0.341, -0.433, 0.399, -0.536, -0.228, -0.543, 0.275, -0.378, -0.180, -0.540, 0.293, -0.330, 0.223, 0.227, 0.238, 0.235, 0.234, 0.210, 0.243, 0.422, 0.213, 0.237, 0.225, 0.271, 0.213, 0.230, 0.270, 0.263],
  "smiles": "C[N+](C)=CNCCS/C=C/CC#N",
  "homo_lumo_gap_ev": 8.91,
  "max_force_ha_per_bohr": 0.093,
  "total_charge": 1
}

***

No. 6
{
  "formula": "C9H16N4O",
  "method": "wB97M-V/def2-TZVPD",
  "symbols": ["C", "C", "C", "C", "C", "C", "C", "C", "C", "N", "N", "N", "N", "O", "H", "H", "H", "H", "H", "H", "H", "H", "H", "H", "H", "H", "H", "H", "H", "H"],
  "xyz": [[-0.380, 2.048, -0.628], [0.706, 2.868, -0.715], [0.004, 0.666, -0.778], [1.360, 0.790, -0.717], [-2.129, -0.617, -0.697], [4.687, -0.552, -0.184], [5.332, -1.821, -0.364], [-4.033, 0.016, 0.754], [-1.837, 0.332, 1.608], [1.822, 2.042, -0.615], [-0.817, -0.394, -1.059], [-2.760, -1.382, -1.554], [-2.597, 0.014, 0.392], [4.805, 0.297, 0.734], [-1.369, 2.285, -0.708], [0.912, 3.884, -0.747], [6.206, -1.799, 0.261], [5.202, -2.021, -1.459], [4.749, -2.654, 0.053], [-4.317, 0.677, 1.690], [-4.511, 0.224, -0.180], [-4.404, -1.109, 1.083], [-0.882, -0.293, 1.568], [-1.374, 1.214, 1.482], [-2.350, 0.124, 2.586], [2.675, 2.395, -0.255], [-0.459, -1.000, -1.817], [-2.390, -1.593, -2.433], [-3.545, -1.915, -1.265], [5.500, 0.282, 1.471]],
  "nbo_charge": [-0.293, -0.022, -0.057, 0.253, 0.688, 0.850, -0.847, -0.435, -0.417, -0.574, -0.566, -0.739, -0.385, -0.584, 0.230, 0.238, 0.301, 0.334, 0.349, 0.273, 0.224, 0.213, 0.214, 0.225, 0.253, 0.431, 0.419, 0.424, 0.429, 0.573],
  "homo_lumo_gap_ev": [4.91, 5.75],
  "max_force_ha_per_bohr": 0.095,
  "total_charge": 2
}

***

No. 7
{
  "formula": "C9H16N4O2",
  "method": "wB97M-V/def2-TZVPD",
  "symbols": ["C", "C", "O", "N", "C", "C", "O", "N", "N", "N", "C", "C", "C", "C", "C", "H", "H", "H", "H", "H", "H", "H", "H", "H", "H", "H", "H", "H", "H", "H", "H"],
  "xyz": [[0.186, 3.815, -1.253], [-0.500, 3.076, -0.081], [-0.388, 3.477, 1.054], [-1.035, 1.827, -0.264], [-1.544, 1.024, 0.880], [-3.053, 0.960, 1.019], [-3.812, 1.937, 1.151], [-3.488, -0.360, 0.802], [-2.439, -1.132, 0.599], [-1.284, -0.388, 0.605], [0.027, -0.942, 0.313], [1.018, -0.563, 1.419], [2.424, -1.093, 1.131], [3.404, -0.907, 2.313], [3.043, -0.460, -0.131], [1.035, 3.222, -1.585], [-0.557, 3.979, -2.057], [0.499, 4.791, -0.978], [-1.144, 1.467, -1.189], [-1.087, 1.314, 1.833], [0.365, -0.563, -0.667], [-0.019, -2.028, 0.271], [1.074, 0.531, 1.444], [0.683, -0.935, 2.379], [2.378, -2.163, 0.989], [4.385, -1.364, 2.069], [3.500, 0.184, 2.532], [3.022, -1.389, 3.191], [2.682, -0.945, -1.004], [2.900, 0.623, -0.246], [4.134, -0.589, -0.133]],
  "nbo_charge": [-0.702, 0.686, -0.605, -0.628, -0.022, 0.587, -0.499, -0.320, 0.109, -0.227, -0.216, -0.405, -0.213, -0.595, -0.617, 0.230, 0.226, 0.247, 0.403, 0.274, 0.199, 0.230, 0.206, 0.215, 0.192, 0.212, 0.205, 0.207, 0.205, 0.205, 0.215],
  "smiles": "CC(=O)N[C@H]1C(=O)N=NN1CCC(C)C",
  "homo_lumo_gap_ev": 9.00,
  "max_force_ha_per_bohr": 0.075,
  "total_charge": 0
}

***

No. 8
{
  "formula": "C9H16N4O2",
  "method": "wB97M-V/def2-TZVPD",
  "symbols": ["C", "C", "C", "C", "C", "C", "C", "C", "C", "N", "N", "N", "N", "O", "O", "H", "H", "H", "H", "H", "H", "H", "H", "H", "H", "H", "H", "H", "H", "H", "H"],
  "xyz": [[-1.707, -1.195, -0.276], [-3.976, -0.482, 0.114], [-2.685, -0.215, -0.249], [-2.323, 1.039, -0.979], [1.923, 1.357, 1.836], [0.903, 1.603, 0.929], [-1.169, 1.225, -1.636], [1.998, -0.496, -0.237], [2.325, -1.918, 0.260], [-0.757, -1.833, -0.466], [1.492, 0.463, 0.669], [0.076, 2.413, 0.414], [1.596, -2.944, -0.398], [-4.962, 0.404, 0.129], [3.157, 1.919, 1.770], [-4.150, -1.467, 0.511], [1.639, 0.921, 2.873], [-0.317, 0.517, -1.543], [-0.447, 3.229, 0.899], [-1.132, 2.026, -2.304], [2.866, -0.128, -0.853], [1.094, -0.565, -0.939], [2.163, -1.937, 1.318], [3.382, -2.068, 0.239], [-3.097, 1.731, -1.118], [-4.743, 1.293, -0.047], [-0.346, 2.058, -0.480], [1.847, -3.908, 0.036], [1.762, -2.985, -1.467], [0.574, -2.720, -0.185], [3.016, 2.663, 1.179]],
  "nbo_charge": [0.474, 0.376, -0.397, -0.101, 0.247, 0.477, -0.505, -0.253, -0.258, -0.511, -0.336, -0.708, -0.719, -0.580, -0.614, 0.225, 0.225, 0.201, 0.471, 0.256, 0.257, 0.240, 0.242, 0.249, 0.217, 0.503, 0.431, 0.465, 0.457, 0.480, 0.489],
  "homo_lumo_gap_ev": 9.32,
  "max_force_ha_per_bohr": 0.103,
  "total_charge": 2
}